Entry 1:
# C25H26FN7O4S

An isolated molecule of C25H26FN7O4S at a distorted geometry (wB97M-V/def2-TZVPD, the Open Molecules 2025 dataset).

Geometry (Å):
N  0.882  0.930  -1.234
H  4.808  2.324  1.632
H  -5.229  -2.004  0.272
H  -6.172  -4.072  -3.337
O  5.379  0.777  -0.193
C  2.451  -1.523  -1.148
H  -1.130  3.832  0.706
C  -0.108  3.653  0.367
C  2.293  -1.820  0.201
C  -0.405  1.882  1.995
H  0.071  -4.352  -0.028
C  -3.224  -2.816  -2.308
C  -4.911  -2.433  -0.665
S  -0.995  -0.562  3.080
H  1.034  0.240  2.126
H  1.311  -3.036  1.656
H  1.016  4.837  1.781
H  -3.650  -3.399  1.534
H  -4.041  -1.980  2.542
C  3.325  -0.364  -1.569
C  -4.139  -3.452  -3.125
C  0.744  -3.567  -0.341
C  1.886  1.225  -0.383
C  4.263  1.166  0.066
H  0.997  0.160  -1.872
C  1.672  2.011  0.729
C  2.955  5.665  0.369
H  3.113  -0.059  -2.598
N  4.002  2.017  1.100
H  -2.546  -2.879  2.835
H  -0.088  3.497  -0.715
H  0.635  1.037  3.675
H  -3.814  -3.837  -4.079
C  0.781  4.847  0.708
H  2.843  -1.255  0.942
O  -1.523  2.261  2.275
O  2.674  3.086  2.592
N  0.354  2.447  1.032
N  -1.026  -0.291  0.379
C  0.245  0.703  2.713
C  -1.515  -0.848  1.457
N  -1.704  -0.777  -0.670
H  3.235  5.484  1.413
H  1.880  -2.063  -3.141
C  -2.604  -1.615  -0.232
F  -1.952  -2.722  -2.732
H  2.611  6.702  0.268
C  2.753  2.439  1.565
C  -3.579  -2.305  -1.061
N  3.152  0.759  -0.657
C  1.762  -2.278  -2.088
N  -2.523  -1.706  1.137
C  -5.834  -3.065  -1.477
H  4.385  -0.635  -1.506
C  0.921  -3.302  -1.687
H  -0.047  0.962  -0.828
C  1.437  -2.828  0.603
H  -6.860  -3.149  -1.151
O  1.969  4.758  -0.051
C  -3.236  -2.540  2.061
H  3.819  5.505  -0.275
H  0.391  -3.877  -2.429
C  -5.451  -3.579  -2.704
H  0.255  5.784  0.471

Calculated values
Molar mass, g/mol: 539.59
Orbital gap, eV: 8.47
Lowest unoccupied orbital energy, eV: 0.4
Spin multiplicity: 1
SMILES string: COCCN(C(=O)CSc1nnc(-c2ccccc2F)n1C)c1c(N)n(Cc2ccccc2)c(=O)[nH]c1=O

Entry 2:
# C25H26N2O3

An isolated molecule of C25H26N2O3 at a distorted geometry (wB97M-V/def2-TZVPD, the Open Molecules 2025 dataset).

Geometry (Å):
C  -1.267  -3.702  -1.241
N  0.637  3.259  -1.982
H  1.914  -3.654  6.176
H  2.730  -2.615  3.750
O  -0.136  -3.517  -0.415
C  3.808  5.886  -1.182
C  -3.807  -1.005  -1.136
H  5.055  4.172  -1.480
O  -1.713  -1.376  -1.793
H  1.226  -2.160  5.535
H  -0.844  -3.843  -2.242
H  4.630  6.559  -0.994
H  -0.010  -4.927  5.503
C  -0.281  -3.801  3.711
H  1.582  1.614  -1.105
C  -1.448  -3.857  1.625
C  -0.687  3.752  -2.286
H  -1.826  -4.601  -0.958
C  -2.694  -0.447  -1.715
H  -2.377  -3.970  1.090
H  -2.385  -4.150  3.526
H  2.302  7.387  -0.947
C  1.446  5.489  -1.396
N  -1.413  1.431  -2.635
C  -1.456  -3.956  3.011
C  0.930  -3.450  1.658
H  -0.820  2.700  -4.163
H  -2.404  3.064  -3.416
C  -1.377  2.755  -3.221
H  -0.803  -3.373  5.773
H  -0.009  2.010  -0.422
C  2.504  6.347  -1.160
H  -4.112  -3.072  -0.383
C  4.042  4.548  -1.451
C  0.909  -3.546  3.030
H  3.204  2.654  -1.933
C  -3.474  -2.341  -0.836
H  -0.136  -0.023  -1.825
C  1.670  4.138  -1.672
H  0.493  0.877  -3.221
H  1.840  -3.257  1.112
H  2.627  -4.360  3.991
O  -3.650  1.550  -2.410
C  1.349  -3.228  5.349
C  2.993  3.686  -1.697
C  -2.186  -2.520  -1.260
H  -4.735  -0.504  -0.957
C  0.580  1.958  -1.354
C  -0.034  -3.879  5.189
C  -0.093  0.954  -2.298
H  -1.297  3.877  -1.377
H  -0.611  4.710  -2.800
C  -2.611  0.920  -2.263
C  2.051  -3.431  3.996
C  -0.263  -3.610  0.946
H  0.440  5.877  -1.347

Calculated values
Molar mass, g/mol: 402.49
Orbital gap, eV: 8.54
Energy relative to the best compared isomer or geometry (same formula, charge and spin), kcal/mol: 65.4
Lowest unoccupied orbital energy, eV: 0.7
Spin multiplicity: 1
SMILES string: O=C(c1ccc(COc2ccc3c(c2)CCC3)o1)N1CCN(c2ccccc2)CC1

Entry 3:
# C25H27BF4N5S4Sn

A structure of composition C25H27BF4N5S4Sn (wB97M-V/def2-TZVPD, the Open Molecules 2025 dataset).

Geometry (Å):
C  -1.139  0.480  -2.158
H  -1.681  -0.453  -2.070
H  -3.449  -1.892  4.990
H  4.037  4.615  1.644
C  0.725  -3.421  -1.493
N  -2.870  2.144  -0.658
H  -3.317  -3.388  2.996
H  -3.850  2.371  -2.491
N  -2.006  1.439  -2.818
S  1.568  -3.151  0.017
F  3.704  -0.935  -1.174
C  3.811  3.565  1.777
C  -1.992  1.189  -0.006
H  -0.240  0.319  -2.742
H  1.715  3.897  2.083
C  3.220  0.844  2.076
C  -0.519  -3.720  -3.981
C  2.225  1.808  2.173
H  5.840  2.915  1.489
H  -1.001  -3.830  -4.943
C  -1.491  -3.324  1.037
C  -0.665  -0.702  3.495
C  -0.055  2.283  -0.970
C  2.514  3.167  2.018
H  -2.366  -3.965  0.992
H  0.153  0.959  4.542
C  -2.145  3.415  -0.818
C  4.823  2.609  1.701
H  0.236  2.666  0.005
H  2.479  -4.172  -2.455
H  -0.589  -3.932  1.016
C  -1.300  2.720  -2.937
H  0.830  2.144  -1.573
C  -2.643  -1.791  4.272
N  -0.741  0.951  -0.784
Sn  0.846  -0.861  0.579
F  2.267  0.640  -0.310
C  -1.674  -0.819  4.435
H  1.377  -0.140  3.860
H  -2.279  -2.965  -3.016
H  -1.875  3.799  0.167
H  -1.952  3.436  -3.434
C  0.406  0.324  3.696
N  -0.930  3.243  -1.618
N  -0.613  -1.491  2.404
H  -3.746  0.699  -1.906
C  -1.554  -2.446  2.250
C  -1.234  -3.231  -2.907
H  -1.726  1.569  0.977
H  5.309  0.518  1.759
C  -3.206  1.643  -1.999
C  1.433  -3.926  -2.585
H  -2.521  0.243  0.106
S  -1.493  -2.243  -0.412
H  -2.799  4.132  -1.310
F  1.498  -0.753  -1.843
B  2.722  -0.043  -1.532
C  -2.576  -2.619  3.166
C  0.820  -4.064  -3.817
H  1.394  -4.427  -4.661
S  0.542  1.364  2.227
F  3.047  0.843  -2.516
H  -0.398  2.582  -3.531
C  4.533  1.267  1.856
C  -0.608  -3.082  -1.665
S  2.858  -0.864  2.041
H  -1.689  -0.149  5.284

Calculated values
Molar mass, g/mol: 731.31
Orbital gap, eV: 6.15
Total charge: +1
Lowest unoccupied orbital energy, eV: -4.8
Spin multiplicity: 1

Entry 4:
# C25H27Cl2N3RuS

A structure of composition C25H27Cl2N3RuS (wB97M-V/def2-TZVPD, the Open Molecules 2025 dataset).

Geometry (Å):
C  -1.509  2.544  -3.405
C  -4.763  3.084  2.058
H  1.533  2.372  -1.020
C  -2.683  2.369  1.030
Cl  2.112  -1.684  1.592
H  1.773  3.395  -3.247
H  -0.415  -5.376  -0.010
H  -1.817  0.537  1.640
C  0.686  2.392  -1.700
H  -5.406  5.069  1.545
H  5.282  -1.036  5.183
H  -0.696  -4.805  -2.235
H  1.241  -4.899  -0.442
C  -4.645  4.313  1.404
C  -0.274  3.053  -3.799
Cl  3.123  3.091  3.936
N  0.512  -1.316  -1.338
C  -3.787  2.135  1.892
C  0.356  -4.616  0.120
C  0.195  -4.620  -2.827
C  -3.543  4.587  0.590
H  2.416  -2.090  -2.955
C  -1.661  1.974  -2.157
C  -0.678  1.227  -0.001
N  -0.110  -3.297  -0.304
C  3.890  -1.341  3.586
H  -1.612  -1.880  0.049
C  2.699  0.658  2.819
C  -2.570  3.637  0.402
H  -0.166  3.510  -4.773
H  -3.451  5.557  0.121
H  -1.723  -3.361  1.003
C  2.985  -0.703  2.771
C  -1.034  -2.623  0.594
H  0.588  -0.919  -2.268
Ru  0.827  -0.059  0.246
H  -0.099  -4.548  -3.873
H  0.619  -4.569  1.178
H  -0.526  -2.153  1.448
C  -1.727  1.327  0.897
H  -2.619  1.575  -1.850
C  0.821  2.982  -2.944
N  0.818  -3.355  -2.433
S  1.549  1.453  1.769
C  3.399  1.400  3.787
H  0.887  -5.456  -2.718
C  1.701  -2.758  -3.430
H  4.069  -2.403  3.500
H  -2.355  2.599  -4.078
H  1.141  -2.218  -4.198
H  -1.702  3.870  -0.197
H  2.255  -3.558  -3.916
H  4.841  1.394  5.353
C  4.318  0.791  4.625
C  0.408  -2.650  -1.370
C  4.562  -0.569  4.525
H  -3.859  1.182  2.403
C  -0.563  1.896  -1.282
H  -5.612  2.890  2.698

Calculated values
Molar mass, g/mol: 573.56
Orbital gap (spin up / spin down), eV: 7.79 / 5.55
Total charge: +2
Energy relative to the best compared isomer or geometry (same formula, charge and spin), kcal/mol: 0.0
Lowest unoccupied orbital energy (spin up / spin down), eV: -6.1 / -8.5
Spin multiplicity: 5

no.,electronic energy (eV)
1,-58522.2665
2,-35469.4278
3,-94533.7891
4,-69279.3806